(1)
Below is an isolated molecule of C12H15N2P in a non-equilibrium geometry, with properties calculated with ωB97M-V/def2-TZVPD.

```
! RIJCOSX wB97M-V def2-TZVPD def2/J DEFGRID3
* xyz 0 1
C 0.30 -1.15 -3.55
C -0.86 -1.82 -3.22
C 1.00 -0.37 -2.62
C -1.23 -1.85 -1.88
C 0.61 -0.33 -1.26
C -0.59 -1.14 -0.90
C 0.47 1.40 1.89
C -1.93 1.53 1.20
C 1.40 0.49 -0.39
C 1.41 0.46 1.06
C -1.53 -1.21 1.61
C 2.91 0.98 1.57
N -0.72 1.75 2.00
N -1.43 -1.09 0.24
P -2.79 0.07 2.06
H 0.60 -1.13 -4.61
H -1.38 -2.31 -3.91
H 1.80 0.27 -2.98
H -2.16 -2.34 -1.62
H 1.00 1.93 2.71
H -2.66 2.40 1.40
H -1.86 1.35 0.14
H 2.06 1.26 -0.86
H 1.07 -0.54 1.55
H -0.54 -1.31 2.14
H 3.70 0.45 1.12
H 2.94 0.89 2.58
H 2.97 1.98 1.31
H -2.32 -0.94 -0.04
H -2.23 0.33 3.27
*
```

Values from the calculation:
**Total energy**: -24949.9975 eV
**Kohn-Sham gap (alpha / beta)**: 0.225 / 0.271 Eh
**Energy above the lowest of the compared OMol25 structures with the same formula, charge and spin**: 90.1 kcal per mole


(2)
Below is an isolated molecule of C12H15N3 in a non-equilibrium geometry, with properties calculated with ωB97M-V/def2-TZVPD.

```
! RIJCOSX wB97M-V def2-TZVPD def2/J DEFGRID3
* xyz 0 1
N 4.99 0.66 -0.74
C 4.55 0.18 0.66
C 3.27 0.90 0.88
C 2.07 0.25 0.32
C 0.88 -0.15 0.96
N 0.22 -0.87 0.08
C -1.11 -1.50 -0.10
C -2.20 -0.52 0.07
C -3.48 -0.87 0.52
C -4.56 -0.10 0.45
C -4.52 1.19 -0.10
C -3.33 1.63 -0.56
C -2.22 0.74 -0.52
C 1.02 -1.08 -1.00
N 2.16 -0.36 -0.88
H 4.14 0.21 -1.28
H 5.69 -0.11 -1.04
H 5.33 0.55 1.41
H 4.53 -0.93 0.84
H 3.40 1.84 0.33
H 3.05 0.97 1.97
H 0.57 0.21 1.95
H -1.22 -2.51 0.53
H -1.14 -1.81 -1.19
H -3.69 -1.88 0.77
H -5.45 -0.54 0.98
H -5.33 1.80 -0.03
H -3.28 2.58 -1.01
H -1.31 1.15 -0.88
H 0.90 -1.52 -1.97
*
```

Values from the calculation:
**Total energy**: -17155.5504 eV
**Structure (SMILES)**: NCCc1cn(Cc2ccccc2)cn1
**Kohn-Sham gap**: 0.332 Eh
**Energy above the lowest of the compared OMol25 structures with the same formula, charge and spin**: 29.5 kcal per mole


(3)
Below is an isolated molecule of C12H15N5O3S2 in a non-equilibrium geometry, with properties calculated with ωB97M-V/def2-TZVPD.

```
! RIJCOSX wB97M-V def2-TZVPD def2/J DEFGRID3
* xyz 0 1
C -4.69 -1.95 -1.27
C -3.21 -1.79 -1.60
O -2.40 -1.85 -0.42
C -2.29 -0.73 0.30
O -2.83 0.31 0.03
C -1.38 -0.96 1.50
C -0.11 -1.58 1.04
C 0.18 -2.91 1.01
S 1.73 -3.19 0.32
C 1.88 -1.44 0.11
N 3.02 -0.94 -0.45
C 3.47 0.36 -0.55
O 4.54 0.57 -1.07
C 2.59 1.44 0.01
S 1.16 1.75 -1.08
C 0.03 2.22 0.15
N 0.22 2.15 1.45
N -0.89 2.59 2.04
C -1.74 2.93 1.12
N -1.21 2.72 -0.12
C -1.83 2.91 -1.39
N 0.87 -0.78 0.53
H -5.26 -1.95 -2.19
H -5.02 -1.12 -0.65
H -4.86 -2.88 -0.73
H -3.03 -0.84 -2.10
H -2.85 -2.61 -2.22
H -1.18 0.00 1.98
H -1.90 -1.62 2.20
H -0.43 -3.73 1.35
H 3.67 -1.63 -0.81
H 3.17 2.36 0.08
H 2.15 1.16 0.97
H -2.72 3.31 1.29
H -2.62 2.17 -1.52
H -2.27 3.91 -1.45
H -1.09 2.79 -2.18
*
```

Values from the calculation:
**Total energy**: -47951.2523 eV
**Structure (SMILES)**: CCOC(=O)Cc1csc(NC(=O)CSc2nncn2C)n1
**Kohn-Sham gap**: 0.326 Eh
**Energy above the lowest of the compared OMol25 structures with the same formula, charge and spin**: 18.2 kcal per mole


(4)
Below is an isolated molecule of C12H15N5O3S2 in a non-equilibrium geometry, with properties calculated with ωB97M-V/def2-TZVPD.

```
! RIJCOSX wB97M-V def2-TZVPD def2/J DEFGRID3
* xyz 0 1
C 0.46 -2.58 5.98
C -0.72 -2.35 5.04
O -0.38 -1.42 4.00
C 0.26 -1.91 2.94
O 0.55 -3.06 2.79
C 0.57 -0.79 1.95
C 0.27 -1.23 0.55
C 0.85 -2.27 -0.10
S 0.18 -2.45 -1.67
C -0.85 -1.07 -1.33
N -1.74 -0.65 -2.29
C -2.30 0.58 -2.50
O -2.95 0.78 -3.49
C -2.04 1.63 -1.44
S -1.21 3.05 -2.21
C 0.23 2.25 -2.76
N 0.59 1.02 -2.51
N 1.76 0.82 -3.13
C 2.09 1.91 -3.75
N 1.15 2.87 -3.55
C 1.10 4.22 -4.04
N -0.70 -0.58 -0.15
H 0.15 -3.24 6.79
H 0.80 -1.64 6.39
H 1.27 -3.05 5.44
H -1.56 -1.89 5.57
H -1.04 -3.29 4.58
H -0.01 0.09 2.20
H 1.64 -0.56 2.05
H 1.60 -2.94 0.26
H -1.84 -1.28 -3.08
H -1.43 1.25 -0.63
H -2.99 2.03 -1.07
H 2.98 2.05 -4.33
H 1.30 4.93 -3.23
H 1.85 4.34 -4.82
H 0.11 4.43 -4.45
*
```

Values from the calculation:
**Total energy**: -47951.1202 eV
**Structure (SMILES)**: CCOC(=O)Cc1csc(NC(=O)CSc2nncn2C)n1
**Kohn-Sham gap**: 0.322 Eh
**Energy above the lowest of the compared OMol25 structures with the same formula, charge and spin**: 21.2 kcal per mole


(5)
Below is a cluster of 2 separate species, C12H16B4BrF4O5 in total in a non-equilibrium geometry, with properties calculated with ωB97M-V/def2-TZVPD.

```
! RIJCOSX wB97M-V def2-TZVPD def2/J DEFGRID3
* xyz -1 1
C 2.15 -2.73 1.34
C 1.01 -2.74 0.21
C -0.34 -3.32 0.87
B -1.40 -2.17 1.32
O -1.08 -1.23 2.37
B -2.23 -0.47 2.81
O -3.34 -0.09 1.95
B -2.93 -0.62 0.64
C -2.70 0.28 -0.69
C -4.03 0.87 -1.34
O -4.87 1.44 -0.63
Br -4.19 0.65 -3.33
O -2.69 -2.07 0.63
O 0.70 -1.45 -0.36
C 1.88 -0.80 -0.91
C 2.26 0.38 0.14
C 3.69 0.69 0.61
C 3.88 1.84 1.66
C 2.70 2.64 2.24
C 1.26 2.31 1.74
C 1.05 1.19 0.70
H 3.15 -2.98 0.82
H 2.22 -1.76 1.93
H 1.98 -3.57 2.11
H 1.34 -3.42 -0.67
H -0.12 -3.94 1.82
H -0.82 -4.02 0.10
H -2.22 -0.10 3.94
H -2.07 1.19 -0.36
H -2.09 -0.35 -1.43
H 2.77 -1.49 -1.03
H 1.61 -0.33 -1.93
H 4.58 0.10 0.22
H 4.94 2.10 2.01
H 2.79 3.46 3.03
H 0.34 2.86 2.11
H 0.00 0.94 0.34
B -1.84 3.34 -5.00
F -2.93 4.08 -4.43
F -1.33 2.41 -4.03
F -2.29 2.63 -6.16
F -0.80 4.26 -5.38
*
```

Values from the calculation:
**Total energy**: -106569.2340 eV
**Kohn-Sham gap**: 0.336 Eh


(6)
Below is a cluster of 2 separate species, C12H16BFNO9S2 in total in a non-equilibrium geometry, with properties calculated with ωB97M-V/def2-TZVPD.

```
! RIJCOSX wB97M-V def2-TZVPD def2/J DEFGRID3
* xyz -1 1
C -3.49 -3.87 0.35
C -2.11 -2.97 0.42
F -1.01 -3.77 1.02
C -1.69 -2.29 -1.04
C -0.88 -0.89 -0.78
N 0.62 -1.02 -0.48
C 1.54 0.17 -0.25
C 3.16 -0.12 0.02
B 4.00 0.00 -1.42
O 5.25 0.83 -1.56
O 3.45 -0.78 -2.58
C 0.97 1.71 -0.32
C -0.66 1.90 -0.63
C -1.19 3.46 -0.71
O -0.95 4.26 -1.77
O -1.96 4.08 0.42
S -1.61 3.00 1.74
C -1.64 0.57 -0.88
C -3.22 0.81 -1.22
C -4.27 -0.16 -0.42
O -5.22 -0.79 -1.18
H -3.51 -4.65 1.25
H -3.55 -4.54 -0.63
H -4.41 -3.13 0.44
H -2.35 -2.06 1.14
H -2.65 -2.16 -1.71
H -0.97 -3.09 -1.56
H 1.09 -1.97 -0.44
H 3.30 -1.21 0.46
H 3.55 0.69 0.80
H 5.01 1.60 -2.16
H 2.91 -1.55 -2.20
H 1.71 2.60 -0.17
H -2.62 2.01 1.61
H -3.33 0.78 -2.40
H -3.52 1.93 -0.92
H -4.25 -0.41 0.72
O 5.79 3.37 3.32
S 4.90 2.20 3.41
O 5.71 0.97 3.50
O 4.04 2.14 2.22
O 4.06 2.32 4.62
*
```

Values from the calculation:
**Total energy**: -57672.1864 eV
**Kohn-Sham gap**: 0.083 Eh


(7)
Below is a structure of composition C12H16BrN5O9PPdS2 in a non-equilibrium geometry, with properties calculated with ωB97M-V/def2-TZVPD.

```
! RIJCOSX wB97M-V def2-TZVPD def2/J DEFGRID3
* xyz -1 1
Pd -0.37 -0.72 0.68
O -0.40 0.32 -1.20
S -1.67 1.08 -1.13
O -1.60 2.42 -1.64
O -2.16 0.99 0.24
C -2.85 0.21 -2.17
C -3.58 1.03 -3.01
C -4.56 0.53 -3.85
C -4.81 -0.83 -3.85
C -4.08 -1.66 -3.01
C -3.09 -1.16 -2.18
S -2.30 -2.40 -1.12
O -0.96 -2.66 -1.67
O -3.19 -3.53 -1.16
O -2.28 -1.77 0.21
H -3.37 2.09 -2.99
H -5.12 1.20 -4.48
H -5.57 -1.25 -4.50
H -4.26 -2.72 -2.99
N 3.08 0.09 3.13
C 3.12 -1.28 2.63
P 3.01 -1.20 0.81
O 4.32 -0.79 0.25
O 1.76 -0.42 0.40
C 2.62 -2.90 0.14
N 1.81 -2.64 -1.08
H 3.25 0.10 4.13
H 1.70 1.27 2.64
H 3.84 0.63 2.71
H 2.28 -1.84 3.04
H 4.06 -1.78 2.90
H 2.03 -3.51 0.83
H 3.53 -3.42 -0.15
H 1.64 -1.60 -1.11
H 0.84 -3.04 -1.09
H 2.29 -2.92 -1.93
N -0.49 3.33 1.60
C 0.73 2.90 2.00
O 0.78 1.64 2.39
C 1.81 3.77 2.05
C 1.64 5.09 1.59
N 1.49 6.16 1.20
C 3.02 3.44 2.65
N 4.02 3.17 3.15
H -1.16 2.61 1.31
H -0.54 4.19 1.08
Br -0.24 -2.22 2.54
*
```

Values from the calculation:
**Total energy**: -143068.5817 eV
**Kohn-Sham gap (alpha / beta)**: 0.275 / 0.275 Eh
**Energy above the lowest of the compared OMol25 structures with the same formula, charge and spin**: 4.8 kcal per mole


(8)
Below is a structure of composition C12H16Cl2N2O2PZr in a non-equilibrium geometry, with properties calculated with ωB97M-V/def2-TZVPD.

```
! RIJCOSX wB97M-V def2-TZVPD def2/J DEFGRID3
* xyz 3 1
C -2.72 1.63 2.27
C -2.25 0.53 1.36
H -1.95 2.21 2.80
H -3.48 1.28 2.98
H -3.34 2.26 1.61
O -1.06 0.37 0.98
Cl -3.57 -0.41 0.73
Zr 0.74 -0.26 -0.69
P -0.29 1.77 -1.94
C 0.76 3.25 -2.12
C -0.90 1.50 -3.63
H -2.57 1.94 -1.06
H -2.04 3.38 -1.99
H -1.46 3.14 -0.30
C -1.75 2.64 -1.24
H -1.63 0.68 -3.63
H -1.38 2.42 -3.97
H 0.20 3.98 -2.72
H 1.71 3.01 -2.62
H -0.07 1.24 -4.30
H 0.97 3.68 -1.13
C 2.39 1.07 -0.43
O 3.14 1.90 -0.04
Cl 0.93 -1.48 -2.72
N 2.67 -6.27 3.59
C 2.34 -5.32 2.99
C 1.91 -4.14 2.26
C 0.60 -3.66 2.41
C 0.17 -2.59 1.64
N 1.01 -1.98 0.76
C 2.30 -2.41 0.65
C 2.78 -3.46 1.41
H -0.06 -4.14 3.13
H -0.85 -2.18 1.70
H 2.93 -1.86 -0.07
H 3.83 -3.73 1.34
*
```

Values from the calculation:
**Total energy**: -55363.5361 eV
**Kohn-Sham gap**: 0.197 Eh


(9)
Below is a structure of composition C12H16Cl2NO4Os in a non-equilibrium geometry, with properties calculated with ωB97M-V/def2-TZVPD.

```
! RIJCOSX wB97M-V def2-TZVPD def2/J DEFGRID3
* xyz 1 1
Os 0.04 -0.51 -0.48
C 1.28 -0.77 -1.73
O 1.65 -1.04 0.51
C 2.76 2.19 0.03
C 1.39 2.19 0.67
O 0.35 1.66 -0.20
C -0.22 2.64 -1.08
H 2.98 1.24 -0.44
H 1.68 -0.80 -2.74
H 1.02 -3.51 -1.18
H 2.88 2.99 -0.70
H 3.51 2.35 0.80
H 1.08 3.21 0.92
H 1.35 1.60 1.58
H -0.68 3.43 -0.48
H -0.97 2.15 -1.69
H 0.55 3.07 -1.72
C -3.75 0.58 0.10
C -2.32 0.22 -0.07
O -1.53 0.06 0.91
O -1.82 0.03 -1.23
H -3.88 1.19 0.98
H -4.31 -0.35 0.25
H -4.13 1.07 -0.79
Cl 2.74 -1.43 -0.70
C 4.09 -2.47 -0.72
C 4.01 -3.75 -0.27
C 3.22 -4.69 0.48
C 1.98 -4.75 1.06
C 0.80 -3.97 0.89
Cl -0.22 -3.83 2.25
C 0.45 -3.28 -0.28
N -0.42 -2.29 -0.21
H 4.98 -4.19 -0.52
H 3.81 -5.57 0.71
H 1.87 -5.53 1.79
*
```

Values from the calculation:
**Total energy**: -49877.5976 eV
**Kohn-Sham gap (alpha / beta)**: 0.234 / 0.236 Eh
**Energy above the lowest of the compared OMol25 structures with the same formula, charge and spin**: 245.0 kcal per mole


(10)
Below is a structure of composition C12H16ClNO4Si in a non-equilibrium geometry, with properties calculated with ωB97M-V/def2-TZVPD.

```
! RIJCOSX wB97M-V def2-TZVPD def2/J DEFGRID3
* xyz 0 1
Cl 4.71 -1.79 0.71
O 1.32 1.94 -0.19
O 0.49 -0.53 -1.09
O -0.78 0.67 0.92
O -0.95 1.56 -1.58
C 3.28 1.23 2.85
C 3.82 0.01 2.51
C 2.45 1.88 1.97
C 2.89 0.14 0.32
C 3.69 -0.53 1.22
C 2.20 1.32 0.70
N -2.36 -1.00 -0.94
C -0.01 -1.64 -0.46
C -2.18 0.78 0.78
C -1.62 0.83 -2.58
C -1.33 -2.06 -1.08
C -2.78 -0.61 0.43
C -2.75 -0.09 -2.10
Si 0.06 0.92 -0.46
H 3.47 1.66 3.83
H 4.56 -0.43 3.14
H 2.03 2.85 2.18
H 2.83 -0.28 -0.67
H -0.12 -1.42 0.60
H 0.74 -2.45 -0.51
H -2.52 1.07 1.76
H -2.43 1.57 0.04
H -2.01 1.61 -3.26
H -0.84 0.24 -3.09
H -1.74 -3.01 -0.70
H -1.13 -2.23 -2.15
H -3.84 -0.65 0.44
H -2.37 -1.36 1.08
H -3.61 0.48 -1.75
H -3.17 -0.69 -2.89
*
```

Values from the calculation:
**Total energy**: -42787.3240 eV
**Kohn-Sham gap**: 0.334 Eh
**Energy above the lowest of the compared OMol25 structures with the same formula, charge and spin**: 0.0 kcal per mole


(11)
Below is a structure of composition C12H16CrN2O8, with properties calculated with ωB97M-V/def2-TZVPD.

```
! RIJCOSX wB97M-V def2-TZVPD def2/J DEFGRID3
* xyz 0 5
Cr -0.09 -2.25 -1.71
O -3.47 -1.60 0.90
C -2.42 -2.13 0.28
O -2.35 -2.23 -0.93
C -1.33 -2.60 1.22
O -0.41 -3.28 0.42
C 0.89 -3.51 0.97
C 1.87 -3.73 -0.17
O 2.92 -4.28 0.06
O 1.49 -3.27 -1.33
H -4.09 -1.33 0.21
H -1.81 -3.24 1.98
H -0.89 -1.73 1.72
H 0.87 -4.40 1.61
H 1.20 -2.64 1.55
C 2.71 1.97 -1.23
C 1.90 2.42 -0.02
C 0.45 1.90 0.03
C -0.24 2.42 1.30
C -1.69 1.97 1.44
C -0.29 2.47 -1.17
O -0.51 3.65 -1.30
N -0.71 1.57 -2.13
C -0.47 0.22 -2.08
O -0.91 -0.53 -2.97
N 0.24 -0.33 -1.07
C 0.52 0.37 0.07
O 0.87 -0.18 1.09
H 3.70 2.43 -1.20
H 2.24 2.27 -2.17
H 2.85 0.89 -1.25
H 1.84 3.51 0.01
H 2.38 2.10 0.91
H -0.17 3.51 1.28
H 0.35 2.06 2.15
H -2.30 2.35 0.62
H -2.12 2.34 2.37
H -1.77 0.88 1.45
H -1.23 1.94 -2.92
*
```

Values from the calculation:
**Total energy**: -60488.6797 eV
**Kohn-Sham gap (alpha / beta)**: 0.321 / 0.350 Eh
**Energy above the lowest of the compared OMol25 structures with the same formula, charge and spin**: 6.8 kcal per mole


(12)
Below is a structure of composition C12H16CsF2N5OS in a non-equilibrium geometry, with properties calculated with ωB97M-V/def2-TZVPD.

```
! RIJCOSX wB97M-V def2-TZVPD def2/J DEFGRID3
* xyz 0 1
Cs -0.68 0.14 0.33
C -0.64 -5.15 -2.87
N 0.59 -4.39 -3.00
C 1.52 -4.57 -4.01
C 2.50 -3.68 -3.80
N 2.18 -2.96 -2.65
C 0.96 -3.39 -2.17
S 0.05 -2.87 -0.87
C 3.03 -1.92 -2.15
C 4.39 -2.01 -2.42
C 5.19 -0.97 -1.99
C 4.61 0.10 -1.33
C 3.25 0.06 -1.08
N 2.47 -0.94 -1.48
H -0.63 -5.94 -3.62
H -1.50 -4.50 -3.01
H -0.70 -5.58 -1.87
H 1.38 -5.30 -4.79
H 3.38 -3.46 -4.38
H 4.83 -2.87 -2.90
H 6.26 -0.99 -2.18
H 5.20 0.95 -0.99
H 2.77 0.87 -0.55
F -2.55 2.16 -1.60
C -1.50 2.87 -0.86
F -0.50 3.05 -1.90
H -1.92 3.89 -0.84
C 0.12 -1.31 6.30
N -0.27 -1.09 4.92
C 0.15 -0.04 4.16
N 0.86 0.94 4.80
O -0.10 0.03 2.96
H -0.32 -2.24 6.64
H -0.26 -0.52 6.95
H 1.21 -1.38 6.41
H -0.67 -1.83 4.39
H 0.86 1.02 5.80
H 0.99 1.78 4.27
*
```

Values from the calculation:
**Total energy**: -39018.9450 eV
**Kohn-Sham gap**: 0.191 Eh
**Energy above the lowest of the compared OMol25 structures with the same formula, charge and spin**: 15.2 kcal per mole


(13)
Below is a structure of composition C12H16MnN4OSSe3Te, with properties calculated with ωB97M-V/def2-TZVPD.

```
! RIJCOSX wB97M-V def2-TZVPD def2/J DEFGRID3
* xyz 0 6
Mn 1.78 -0.46 0.57
C -1.88 -3.36 1.56
N -2.06 -1.93 1.68
C -2.81 -1.28 2.66
C -2.67 0.04 2.45
N -1.85 0.20 1.35
C -1.45 -1.02 0.90
S -0.42 -1.44 -0.39
C -1.36 1.48 0.93
C -0.95 2.37 1.91
C -0.50 3.62 1.50
C -0.48 3.91 0.15
C -0.91 2.94 -0.74
N -1.36 1.74 -0.36
H -2.43 -3.84 2.37
H -0.83 -3.60 1.63
H -2.27 -3.71 0.60
H -3.37 -1.83 3.39
H -3.10 0.88 2.97
H -0.93 2.08 2.95
H -0.15 4.33 2.24
H -0.12 4.86 -0.22
H -0.91 3.13 -1.80
Se 1.30 0.32 2.92
Se 2.71 -1.29 3.91
Te 2.39 -3.25 2.38
Se 3.47 -2.31 0.31
C 0.88 -0.44 -4.17
N 1.72 -0.07 -3.06
C 3.05 -0.66 -2.99
C 1.25 0.67 -2.06
O 1.89 0.94 -1.02
H 1.32 -0.10 -5.11
H -0.11 0.00 -4.06
H 0.77 -1.53 -4.20
H 3.46 -0.69 -4.00
H 3.00 -1.68 -2.59
H 3.69 -0.06 -2.35
H 0.23 1.03 -2.20
*
```

Values from the calculation:
**Total energy**: -266202.7420 eV
**Kohn-Sham gap (alpha / beta)**: 0.257 / 0.262 Eh
**Energy above the lowest of the compared OMol25 structures with the same formula, charge and spin**: 1.4 kcal per mole